No. 1
Here is a cluster of 3 separate species, C4H11NO3 in total from OMol25. Energies are from ωB97M-V/def2-TZVPD.

Geometry as XYZ:
```
19
Properties=species:S:1:pos:R:3:forces:R:3
O 1.6634 0.9786 0.1196 0.12 -0.99 1.96
C 2.0054 0.1143 1.1208 -0.65 -1.23 0.60
N 1.7661 -1.3354 0.9095 -0.65 0.62 -1.46
C -2.8660 -0.3517 0.3528 -2.10 0.10 1.33
C -1.6317 -0.1428 -0.1675 2.56 2.33 -0.05
C -1.1626 1.2733 -0.2928 -0.31 -0.49 0.67
O -0.8356 -1.0430 -0.5045 -0.40 -1.06 -0.12
H 3.1550 0.0524 1.1957 -1.01 0.91 0.36
H 1.4662 0.2097 2.1847 1.38 1.00 -1.87
H -3.1898 -1.3599 0.3516 -0.64 -0.85 0.08
H -3.5380 0.4386 0.7701 0.86 -0.74 -0.65
H 0.7868 -1.3444 0.5040 1.07 -0.34 0.30
H -0.4152 1.4711 0.5033 0.08 -0.22 0.04
H -0.5815 1.3287 -1.1811 0.13 0.59 -0.95
H -1.9859 1.9623 -0.1673 0.01 0.45 -0.36
H 2.3750 -1.6455 0.1321 -0.61 -0.05 0.39
H 1.5535 0.2389 -1.5777 -0.83 -0.89 -1.63
H 0.3282 -0.6027 -1.8949 0.38 -0.08 -0.30
O 1.1068 -0.2428 -2.3583 0.63 0.92 1.65
```
Positions in Å, forces in eV/Å.

Computed properties:
Charge ... 0
E ... -11951.9229 eV
Relative energy (zero: lowest compared OMol25 entry of this formula, charge and spin) ... 8.187 eV
LUMO ... -4.92 eV

No. 2
Here is an isolated molecule of C6H12N2Si from OMol25. Energies are from ωB97M-V/def2-TZVPD.

Geometry as XYZ:
```
21
Properties=species:S:1:pos:R:3:forces:R:3
C -0.1034 -1.5074 0.5626 0.11 0.45 0.18
C 0.1293 -0.1048 0.7311 0.04 0.38 0.28
C 0.2519 0.0236 -1.6036 -0.92 -3.77 1.24
C -0.2530 -2.3804 1.7907 -0.03 -0.12 -0.21
C 0.2740 0.5978 2.0408 0.02 0.18 -0.17
C 0.4499 2.0262 -0.3682 -0.06 0.84 0.04
N -0.1849 -2.0484 -0.5804 0.61 2.77 -2.30
N 0.2470 0.5880 -0.4270 0.04 -0.63 0.45
Si -0.4595 0.2047 -3.2819 0.32 0.30 0.29
H 0.6658 -2.3690 2.3746 0.02 -0.01 0.09
H -1.0787 -2.0287 2.4064 -0.02 0.00 0.09
H -0.4567 -3.3995 1.4718 0.00 -0.01 0.05
H 1.2240 1.1361 2.1105 -0.01 0.00 0.12
H -0.5303 1.3226 2.1935 0.01 0.04 0.16
H 0.2391 -0.1150 2.8589 -0.01 -0.01 0.00
H -0.3991 2.5028 0.1262 0.08 -0.08 -0.01
H 1.3606 2.2639 0.1835 -0.07 -0.09 -0.08
H 0.5343 2.4140 -1.3799 0.01 -0.03 0.05
H 0.6377 0.0997 -4.2476 0.06 -0.10 -0.24
H -1.0465 1.5547 -3.4264 -0.05 0.15 0.00
H -1.5015 -0.7809 -3.5357 -0.16 -0.26 -0.04
```
Positions in Å, forces in eV/Å.

Computed properties:
Charge ... 0
E ... -17269.3279 eV
Relative energy (zero: lowest compared OMol25 entry of this formula, charge and spin) ... 6.544 eV
LUMO ... 0.14 eV

No. 3
Here is an isolated molecule of C4H6Cl2S2 from OMol25. Energies are from ωB97M-V/def2-TZVPD.

Geometry as XYZ:
```
14
Properties=species:S:1:pos:R:3:forces:R:3
C 1.2367 -0.4580 -0.0308 2.78 0.21 2.06
C -0.1646 -0.1679 -0.4987 0.45 1.51 1.93
C -1.1861 -1.1432 0.1555 -1.82 3.67 -0.56
C -0.4124 1.4547 -0.4877 1.00 -1.72 -1.01
H 2.9209 0.0015 1.6495 0.91 -0.66 -0.21
H -0.0251 -0.5030 -1.4610 -0.63 -0.57 -2.73
H -2.0987 -1.0335 -0.4999 0.60 -0.06 1.19
H -0.8635 -2.1228 0.0345 0.77 -1.77 0.57
H 0.5217 1.9577 -1.0066 -2.46 -0.88 0.23
H -0.3097 1.7916 0.5204 -0.61 0.27 0.69
S 1.7526 0.5165 1.3931 -1.93 0.60 -0.34
S 2.4069 -1.4915 -0.5865 -1.69 0.39 -0.38
Cl -1.6424 -0.6515 1.9110 0.54 -0.75 -1.84
Cl -2.1365 1.8494 -1.0929 2.08 -0.26 0.40
```
Positions in Å, forces in eV/Å.

Computed properties:
Charge ... 0
E ... -50959.2403 eV
SMILES ... S=C(S)C(CCl)CCl
Relative energy (zero: lowest compared OMol25 entry of this formula, charge and spin) ... 1.215 eV
LUMO ... -0.74 eV

No. 4
Here is a structure of composition C24H29CuNO3PTe2 from OMol25. Energies are from ωB97M-V/def2-TZVPD.

Geometry as XYZ:
```
61
Properties=species:S:1:pos:R:3:forces:R:3
Cu 0.2918 -0.0239 -1.0080 -0.15 0.04 -0.02
O 3.8857 0.9562 0.4673 -0.03 -0.01 0.01
C 2.7730 0.8230 -0.0470 0.10 -0.11 0.00
O 2.2222 -0.2609 -0.4149 0.05 0.09 -0.01
C 1.9507 2.1007 -0.2468 0.01 0.07 0.01
C 2.4374 3.3235 0.1915 0.02 -0.02 0.00
C 1.6394 4.4439 0.0614 0.00 0.03 0.00
C 0.3811 4.3136 -0.5091 0.01 -0.02 -0.01
C -0.0198 3.0608 -0.9361 -0.03 -0.01 -0.03
N 0.7513 1.9822 -0.8142 0.03 -0.03 0.03
H 3.4199 3.3484 0.6397 0.00 0.00 0.00
H 1.9862 5.4093 0.4101 0.00 0.00 0.00
H -0.2851 5.1589 -0.6153 0.01 0.00 0.00
H -0.9958 2.9038 -1.3785 0.00 -0.02 0.02
C 0.6465 -1.8266 1.9565 0.04 -0.04 -0.03
P 0.8414 -0.2599 2.8140 -0.19 0.00 0.00
C -0.1743 -0.4164 4.3044 0.02 -0.02 0.01
C 2.5489 -0.2509 3.3902 0.06 0.11 -0.05
O 0.4724 0.9428 2.0137 0.09 -0.02 0.05
H 0.9076 -2.6675 2.6026 -0.01 0.01 0.01
H 1.3068 -1.8110 1.0879 -0.02 0.00 0.02
H -0.3861 -1.9292 1.6157 0.02 0.03 0.00
H 0.0817 -1.3078 4.8803 0.01 0.01 -0.02
H -1.2168 -0.4707 3.9859 0.01 0.01 0.01
H -0.0391 0.4706 4.9245 -0.01 0.00 -0.01
H 2.7770 -1.1498 3.9649 0.01 -0.01 -0.02
H 2.7145 0.6306 4.0120 -0.03 -0.01 0.00
H 3.2039 -0.1776 2.5179 0.00 -0.04 0.02
C -8.7428 -1.1966 0.1920 -0.01 -0.01 0.00
C -7.3025 -0.8050 0.3924 0.00 0.00 0.01
C -6.3743 -1.7029 0.8945 0.05 -0.01 0.02
C -5.0396 -1.3515 1.0973 -0.06 0.02 -0.02
C -4.0954 -2.3893 1.6399 0.02 0.02 0.00
C -4.6121 -0.0525 0.7801 -0.04 -0.08 -0.10
Te -2.5823 0.4925 1.0472 0.08 0.07 0.07
C -5.5436 0.8673 0.2639 0.00 -0.06 0.04
C -5.1468 2.2692 -0.1142 0.00 0.00 -0.03
C -6.8663 0.4778 0.0859 0.02 0.03 0.00
H -8.8816 -2.2688 0.3334 0.01 0.00 0.00
H -9.0866 -0.9423 -0.8126 0.01 0.00 0.00
H -9.3969 -0.6800 0.8988 0.01 0.00 0.01
H -6.6900 -2.7137 1.1364 -0.01 0.01 0.00
H -4.6300 -3.3086 1.8835 0.00 -0.01 -0.01
H -3.5869 -2.0235 2.5341 -0.02 0.00 0.02
H -3.3054 -2.6167 0.9193 -0.03 -0.01 -0.01
H -4.3841 2.2578 -0.8952 0.01 -0.01 0.00
H -4.7094 2.8033 0.7306 -0.01 -0.01 0.01
H -6.0113 2.8291 -0.4748 0.00 0.00 0.01
H -7.5754 1.1985 -0.3125 0.00 -0.01 0.00
Te -1.6610 -1.4078 -1.5519 0.04 -0.06 -0.03
C -0.8346 -3.3323 -1.1884 -0.04 0.07 0.03
C 0.5421 -3.5186 -1.0584 0.02 -0.05 0.00
C 1.0625 -4.7822 -0.8105 -0.01 0.04 -0.01
C 0.2205 -5.8797 -0.6839 0.01 0.01 0.00
C -1.1504 -5.7032 -0.8115 -0.01 0.05 -0.01
C -1.6722 -4.4398 -1.0620 0.02 -0.07 -0.01
H 1.2132 -2.6706 -1.1436 -0.02 0.01 -0.01
H 2.1351 -4.9028 -0.7128 -0.01 -0.01 0.00
H 0.6301 -6.8628 -0.4857 -0.01 0.00 0.00
H -1.8207 -6.5495 -0.7150 0.01 0.00 0.00
H -2.7441 -4.3190 -1.1645 -0.02 0.03 0.01
```
Positions in Å, forces in eV/Å.

Computed properties:
Charge ... -1
E ... -101511.1681 eV
Relative energy (zero: lowest compared OMol25 entry of this formula, charge and spin) ... 0.031 eV
Multiplicity ... 2
LUMO (spin up / spin down) ... 2.57 / 1.79 eV

No. 5
Here is a cluster of 2 separate species, C37H35O3Si in total from OMol25. Energies are from ωB97M-V/def2-TZVPD.

Geometry as XYZ:
```
76
Properties=species:S:1:pos:R:3:forces:R:3
C -4.4892 -3.7352 -6.5351 -0.55 0.34 -0.57
O -3.7641 -4.4679 -5.5735 2.35 0.91 1.42
C -2.6736 -3.8132 -5.0260 -0.76 -0.90 -0.39
C -1.8395 -4.5604 -4.1699 -0.47 -0.39 -0.18
C -0.7198 -4.0177 -3.6150 -0.08 0.19 -0.06
C -0.3411 -2.6801 -3.8810 0.17 0.29 0.13
C 0.8552 -2.2035 -3.3067 -0.26 0.53 -0.55
C 1.5778 -1.0031 -3.5543 -0.16 -0.27 -0.06
C 2.6498 -0.6771 -2.7012 0.07 -0.08 0.04
C 3.3794 0.4717 -2.8830 -0.02 -0.22 0.21
C 3.0843 1.3492 -3.9215 0.06 0.11 0.10
C 3.8575 2.6103 -4.0835 -0.07 0.37 -0.13
C 2.0648 1.0137 -4.8073 -0.28 -0.22 -0.06
C 1.3347 -0.1374 -4.6384 0.09 0.07 -0.21
C -1.2235 -1.9114 -4.6825 0.06 -0.18 0.29
C -2.3399 -2.4612 -5.2460 -0.52 -0.14 -0.31
H -5.3036 -4.3612 -6.9031 0.22 -0.05 0.21
H -4.9172 -2.8395 -6.0836 -0.05 0.04 -0.10
H -3.8405 -3.4770 -7.3740 -0.07 0.09 -0.01
H -2.1052 -5.5824 -3.9686 -0.08 -0.24 0.03
H -0.0946 -4.6078 -2.9670 0.09 -0.22 0.09
H 1.3033 -2.8579 -2.5767 0.13 -0.19 0.23
H 2.8931 -1.3532 -1.8996 0.05 -0.08 0.26
H 4.1932 0.6997 -2.2166 0.13 0.05 0.18
H 3.3787 3.2796 -4.7985 0.05 -0.06 -0.01
H 3.9298 3.1427 -3.1348 0.08 -0.07 0.04
H 4.8701 2.4120 -4.4360 0.05 -0.06 0.04
H 1.8564 1.6598 -5.6437 -0.03 0.09 -0.15
H 0.6231 -0.4148 -5.3916 -0.07 0.05 -0.18
H -1.0586 -0.8559 -4.7840 -0.10 0.14 -0.08
H -2.9888 -1.8422 -5.8394 -0.07 0.15 -0.07
C 3.8989 3.5840 2.0243 0.22 0.11 -0.06
C 3.7707 2.7750 3.1361 0.19 -0.04 0.24
C 2.5670 2.1470 3.3892 0.41 0.03 0.23
C 1.5011 2.3186 2.5340 -0.83 -0.69 -0.06
Si -0.1195 1.4924 2.8877 0.27 0.30 0.81
C 0.1278 -0.1521 3.7114 -0.06 0.91 -0.53
C 1.2385 -0.9141 3.4245 0.37 -0.46 0.00
C 1.4090 -2.1489 4.0188 0.29 -0.04 -0.16
C 0.4561 -2.6184 4.9010 -0.04 -0.20 0.18
C -0.6638 -1.8611 5.1839 -0.22 -0.14 0.19
C -0.8245 -0.6270 4.5847 -0.28 -0.20 0.28
C -1.0982 2.5925 4.0072 0.19 -0.62 -0.90
C -0.6173 2.9056 5.2577 0.07 0.19 0.43
C -1.3502 3.7213 6.0968 0.25 -0.02 0.25
C -2.5661 4.2226 5.6757 -0.18 0.14 0.09
C -3.0489 3.9113 4.4202 -0.24 0.12 -0.07
C -2.3095 3.0935 3.5877 -0.45 0.24 -0.05
O -1.0136 1.3293 1.4767 1.12 -1.83 -0.68
C -1.1961 0.0649 0.9806 -2.98 -0.63 -0.66
C -2.4241 -0.3874 0.5935 2.05 0.86 0.94
C -2.2970 -1.7925 0.1426 -0.51 -0.48 -0.48
C -0.8440 -2.1381 0.4953 -0.26 -0.24 0.38
O -0.2002 -0.9095 0.8399 0.35 1.99 0.06
C 1.6291 3.1312 1.4307 0.19 0.29 -0.40
C 2.8281 3.7676 1.1714 -0.05 0.13 -0.23
H 4.8365 4.0768 1.8247 0.15 0.08 -0.03
H 4.6074 2.6335 3.8029 0.10 0.00 0.08
H 2.4529 1.5156 4.2527 0.11 -0.19 0.26
H 1.9578 -0.5468 2.7137 0.28 0.03 -0.13
H 2.2828 -2.7427 3.7973 0.10 -0.08 -0.01
H 0.5917 -3.5753 5.3779 0.01 -0.17 0.08
H -1.4068 -2.2305 5.8741 -0.08 -0.05 0.07
H -1.6940 -0.0276 4.7907 -0.26 0.11 0.17
H 0.3336 2.5093 5.5681 0.28 -0.06 0.25
H -0.9731 3.9671 7.0768 0.04 0.04 0.14
H -3.1389 4.8599 6.3289 -0.10 0.11 0.11
H -3.9974 4.3070 4.0923 -0.13 0.05 -0.03
H -2.6667 2.8420 2.6043 -0.21 -0.01 -0.22
H -3.3324 0.1696 0.7232 -0.09 0.10 -0.12
H -3.0207 -2.4411 0.6522 0.23 -0.05 -0.19
H -2.4761 -1.8674 -0.9387 -0.04 -0.21 0.05
H -0.7804 -2.7897 1.3785 -0.01 0.09 -0.20
H -0.2969 -2.6109 -0.3313 -0.04 0.21 0.19
H 0.7856 3.2593 0.7750 -0.17 0.10 -0.27
H 2.9298 4.4058 0.3073 0.01 0.11 -0.11
```
Positions in Å, forces in eV/Å.

Computed properties:
Charge ... +1
E ... -52950.8310 eV
Relative energy (zero: lowest compared OMol25 entry of this formula, charge and spin) ... 1.058 eV
LUMO ... -5.41 eV

No. 6
Here is a structure of composition CHFLiNaO2 from OMol25. Energies are from ωB97M-V/def2-TZVPD.

Geometry as XYZ:
```
7
Properties=species:S:1:pos:R:3:forces:R:3
F -2.0384 -1.9722 0.8165 0.46 0.68 -0.73
C 0.6800 -0.0428 -1.3784 -0.39 0.17 -0.19
H 1.5212 0.2395 -2.0458 0.14 -0.34 0.27
O -0.2413 0.6155 0.5617 0.21 0.08 0.98
O 0.8675 0.6492 -0.3409 0.39 0.62 -0.33
Li -1.1961 -0.8733 -0.3635 -0.42 -0.69 0.99
Na 0.4072 1.3841 2.7504 -0.40 -0.52 -1.00
```
Positions in Å, forces in eV/Å.

Computed properties:
Charge ... 0
E ... -12483.9368 eV
Relative energy (zero: lowest compared OMol25 entry of this formula, charge and spin) ... 0.000 eV
LUMO ... -1.70 eV